The following is a DFT calculation (ωB97M-V/def2-TZVPD) of a structure of composition C21H12ClIN4NiO3.

Positions of all 43 atoms, in Å:
Ni (-0.014, 0.729, -0.722)
O (-2.727, 2.448, -3.098)
C (-1.944, 1.762, -2.484)
N (-1.112, 2.090, -1.448)
C (-1.029, 3.344, -0.904)
O (-1.623, 4.356, -1.193)
C (-0.015, 3.324, 0.210)
C (0.312, 4.458, 0.925)
C (1.244, 4.347, 1.944)
C (1.808, 3.108, 2.214)
C (1.430, 2.019, 1.450)
N (0.536, 2.134, 0.469)
C (-1.763, 0.302, -2.809)
C (-2.447, -0.311, -3.839)
C (-2.232, -1.662, -4.060)
C (-1.348, -2.350, -3.239)
C (-0.699, -1.663, -2.229)
N (-0.908, -0.363, -2.026)
H (-0.172, 5.388, 0.664)
H (1.530, 5.216, 2.522)
H (2.536, 2.980, 3.002)
H (1.847, 1.034, 1.610)
H (-3.123, 0.286, -4.434)
H (-2.744, -2.175, -4.862)
H (-1.156, -3.404, -3.376)
H (0.007, -2.148, -1.569)
Cl (1.972, -4.535, 3.396)
C (1.873, -3.276, 2.195)
C (2.930, -3.053, 1.360)
C (2.884, -2.047, 0.380)
I (4.517, -1.742, -0.871)
C (1.775, -1.227, 0.201)
O (1.689, -0.292, -0.685)
C (0.668, -1.486, 1.100)
N (-0.409, -0.683, 0.920)
C (-1.461, -0.837, 1.684)
C (-1.523, -1.814, 2.697)
C (-0.450, -2.633, 2.896)
C (0.702, -2.492, 2.087)
H (3.818, -3.662, 1.455)
H (-2.299, -0.171, 1.502)
H (-2.415, -1.902, 3.301)
H (-0.464, -3.394, 3.664)

- Relative energy (zero: lowest compared OMol25 entry of this formula, charge and spin): 3.68 kcal/mol
- Gap between HOMO and LUMO: 7.17 eV
- Net charge: 0
- LUMO energy: -0.411 eV
- F_max: 0.985 eV/A

The following is a DFT calculation (ωB97M-V/def2-TZVPD) of a structure of composition C67H47N7O2PTi in a non-equilibrium geometry.

Positions of all 125 atoms, in Å:
Ti (0.201, -0.210, -0.616)
C (1.467, -6.722, 3.384)
C (0.544, -6.642, 2.354)
C (0.309, -5.431, 1.731)
C (0.986, -4.281, 2.133)
C (1.897, -4.366, 3.182)
C (2.143, -5.583, 3.792)
C (0.755, -3.052, 1.353)
C (1.836, -2.509, 0.647)
C (3.202, -2.883, 0.816)
C (3.932, -2.099, -0.025)
C (3.002, -1.300, -0.752)
N (1.723, -1.557, -0.323)
C (3.317, -0.610, -1.928)
C (2.324, -0.199, -2.810)
C (2.562, 0.192, -4.161)
C (1.354, 0.192, -4.785)
C (0.372, -0.153, -3.804)
C (-1.017, -0.202, -4.051)
C (-1.597, -0.675, -5.288)
C (-2.990, -0.671, -5.499)
C (-3.555, -1.197, -6.640)
C (-2.763, -1.764, -7.625)
C (-1.397, -1.847, -7.412)
C (-0.825, -1.326, -6.270)
C (-1.833, 0.242, -2.957)
N (-1.589, -0.103, -1.670)
C (-2.663, 0.380, -0.938)
C (-3.061, -0.237, 0.263)
C (-4.401, 0.070, 0.796)
C (-5.353, -0.922, 1.020)
C (-6.597, -0.602, 1.532)
C (-6.923, 0.715, 1.808)
C (-5.998, 1.712, 1.553)
C (-4.752, 1.395, 1.048)
C (-2.270, -1.242, 0.828)
C (-2.655, -2.118, 1.888)
C (-1.596, -2.927, 2.149)
C (-0.534, -2.524, 1.277)
N (-0.958, -1.499, 0.473)
C (-3.478, 1.184, -1.775)
C (-2.959, 1.099, -3.040)
N (0.963, -0.303, -2.580)
C (4.742, -0.594, -2.317)
C (5.189, -1.338, -3.406)
C (6.537, -1.409, -3.706)
C (7.461, -0.739, -2.921)
C (7.025, 0.009, -1.841)
C (5.677, 0.080, -1.538)
H (1.652, -7.669, 3.873)
H (0.018, -7.526, 2.021)
H (-0.391, -5.369, 0.909)
H (2.408, -3.477, 3.521)
H (2.874, -5.649, 4.586)
H (3.569, -3.652, 1.465)
H (4.996, -2.101, -0.168)
H (3.524, 0.425, -4.578)
H (1.135, 0.479, -5.795)
H (-3.643, -0.275, -4.740)
H (-4.630, -1.178, -6.761)
H (-3.205, -2.160, -8.528)
H (-0.771, -2.338, -8.143)
H (0.234, -1.462, -6.119)
H (-5.121, -1.945, 0.770)
H (-7.319, -1.384, 1.714)
H (-7.896, 0.965, 2.205)
H (-6.246, 2.742, 1.760)
H (-4.024, 2.171, 0.860)
H (-3.600, -2.103, 2.394)
H (-1.527, -3.689, 2.900)
H (-4.359, 1.717, -1.478)
H (-3.289, 1.622, -3.916)
H (4.469, -1.891, -3.989)
H (6.866, -1.993, -4.554)
H (8.516, -0.807, -3.146)
H (7.740, 0.535, -1.226)
H (5.344, 0.655, -0.687)
O (2.684, 1.212, 2.258)
C (2.167, 1.207, 1.154)
O (1.080, 0.591, 0.833)
C (2.799, 2.005, 0.041)
C (3.959, 2.738, 0.282)
C (4.521, 3.452, -0.759)
C (3.880, 3.431, -1.991)
C (2.709, 2.700, -2.118)
N (2.177, 1.991, -1.135)
H (4.380, 2.716, 1.275)
H (5.425, 4.027, -0.616)
H (4.284, 3.967, -2.834)
H (2.170, 2.679, -3.055)
N (-0.657, 2.683, 1.711)
P (-0.939, 1.079, 2.269)
C (0.119, 1.184, 3.775)
C (0.053, 2.297, 4.608)
C (0.870, 2.397, 5.717)
C (1.747, 1.368, 6.020)
C (1.778, 0.233, 5.227)
C (0.970, 0.140, 4.106)
C (-2.461, 1.382, 3.279)
C (-2.878, 0.281, 4.020)
C (-3.997, 0.352, 4.825)
C (-4.712, 1.536, 4.901)
C (-4.293, 2.643, 4.185)
C (-3.177, 2.566, 3.370)
C (-0.581, 3.131, 0.430)
C (-0.580, 4.529, 0.230)
C (-0.551, 5.032, -1.044)
C (-0.509, 4.134, -2.107)
C (-0.490, 2.785, -1.823)
N (-0.534, 2.266, -0.592)
H (-0.477, 3.392, 2.413)
H (-0.666, 3.083, 4.417)
H (0.816, 3.274, 6.349)
H (2.400, 1.451, 6.876)
H (2.451, -0.574, 5.481)
H (1.005, -0.739, 3.476)
H (-2.297, -0.631, 3.958)
H (-4.308, -0.512, 5.396)
H (-5.585, 1.601, 5.533)
H (-4.840, 3.573, 4.258)
H (-2.867, 3.434, 2.802)
H (-0.625, 5.184, 1.090)
H (-0.556, 6.097, -1.222)
H (-0.491, 4.476, -3.129)
H (-0.450, 2.078, -2.639)

- Multiplicity: 2
- Gap between HOMO and LUMO (spin up / spin down): 4.48 / 5.40 eV
- Net charge: 0
- LUMO energy (spin up / spin down): -0.803 / -1.074 eV
- <S²>: 0.88
- F_max: 1.629 eV/A

> Among the records above, which one has the highest F_max?

C67H47N7O2PTi

> Which formula does entry 1 have?

C21H12ClIN4NiO3